DFT (ωB97M-V/def2-TZVPD) results for a structure of composition C41H45CoN4O2PS.

Calculated values
ΔE to the lowest compared entry with this formula, charge and spin in kcal/mol: 0.00
E_tot in eV: -111051.396
LUMO (alpha / beta) in eV: 4.64 / 4.63
Spin multiplicity: 2
E_HOMO (alpha / beta) in eV: -0.11 / -0.47
Net charge: -2
Orbital gap (alpha / beta) in eV: 4.75 / 5.10

Element x y z (Å)
1 Co 0.383522 -0.246382 0.084088
2 C -0.292980 1.001747 4.131002
3 C 0.037591 0.840197 2.675907
4 N -0.070641 -0.321488 2.031194
5 N -0.719746 -1.370922 2.726434
6 C -1.891176 -1.945769 2.058233
7 N -2.351972 -3.033834 2.908597
8 S -1.521163 -2.673782 0.371658
9 C 0.479984 1.935036 1.906750
10 C 0.759039 3.226380 2.438495
11 C 1.173935 4.234058 1.616775
12 C 1.317567 3.991876 0.233609
13 C 1.015622 2.721631 -0.223413
14 N 0.622752 1.721131 0.545959
15 H -0.906370 0.164038 4.454691
16 H -0.829878 1.935825 4.307580
17 H 0.615593 1.014493 4.743636
18 H -0.055012 -2.118138 2.883467
19 H -2.205825 -3.909792 2.422273
20 H -3.356351 -2.922516 3.038450
21 H 0.644771 3.398179 3.500639
22 H 1.384514 5.215693 2.027642
23 H 1.634367 4.760167 -0.458154
24 H 1.086376 2.492403 -1.280711
25 O 1.283809 -0.743290 -2.565611
26 C 0.413638 -0.263595 -1.855215
27 C -0.799175 0.272276 -2.653137
28 C -0.713123 0.438420 -4.035873
29 C -1.799612 0.909196 -4.749195
30 C -2.990268 1.215671 -4.089024
31 C -3.081473 1.055339 -2.717880
32 C -1.985279 0.573639 -1.998918
33 P -1.880012 0.443014 -0.190785
34 C -2.283868 2.210789 0.238346
35 C -1.835157 3.275553 -0.538835
36 C -2.157011 4.587916 -0.221188
37 C -2.933447 4.863781 0.894012
38 C -3.399090 3.812337 1.672155
39 C -3.087467 2.501445 1.341165
40 C -3.271671 -0.396100 0.510256
41 C -3.001743 -0.797314 1.942351
42 C -4.319427 -1.097442 2.611278
43 C -5.409400 -1.500567 1.897761
44 C -5.441904 -1.496743 0.483510
45 C -4.376443 -0.859632 -0.162495
46 H 0.221592 0.182790 -4.520220
47 H -1.728636 1.046541 -5.823003
48 H -3.840149 1.590892 -4.648160
49 H -3.990890 1.323085 -2.194066
50 H -1.227888 3.081733 -1.414194
51 H -1.786030 5.393921 -0.843881
52 H -3.178119 5.888082 1.152041
53 H -4.021287 4.008350 2.538195
54 H -3.508551 1.691675 1.923459
55 H -2.516831 0.023209 2.485297
56 H -4.375459 -1.027305 3.693809
57 H -6.307829 -1.781640 2.445813
58 H -6.317233 -1.822231 -0.063364
59 H -4.432909 -0.711515 -1.236715
60 C 4.556323 0.281683 0.768430
61 C 3.507277 -0.029942 -0.321767
62 C 3.496614 1.182616 -1.273607
63 C 4.008443 -1.244242 -1.126788
64 O 2.323092 -0.277586 0.352232
65 H 5.546797 0.479884 0.340402
66 H 4.633471 -0.563973 1.456327
67 H 4.229217 1.154417 1.338779
68 H 4.468492 1.272538 -1.772280
69 H 3.319740 2.103425 -0.717860
70 H 2.733178 1.065604 -2.041439
71 H 4.908880 -0.993256 -1.700735
72 H 3.231046 -1.580962 -1.810569
73 H 4.264495 -2.063452 -0.456165
74 C 2.280835 -2.803070 1.611955
75 C 1.233872 -3.372946 0.642089
76 C 0.534069 -4.515764 1.422283
77 C 0.212242 -2.298366 0.027386
78 C 1.921761 -4.144398 -0.495433
79 C 1.180361 -4.605015 -1.586877
80 C 1.751927 -5.386150 -2.578933
81 C 3.090641 -5.748076 -2.505936
82 C 3.836618 -5.323693 -1.417862
83 C 3.255901 -4.540716 -0.428266
84 H 1.830477 -2.101995 2.308215
85 H 3.030887 -2.218348 1.097278
86 H 2.747767 -3.610755 2.188874
87 H 0.064817 -4.152126 2.337090
88 H 1.294400 -5.251002 1.705454
89 H -0.229262 -5.014617 0.827427
90 H 0.243498 -2.464164 -1.045113
91 H 0.131586 -4.345726 -1.661862
92 H 1.145607 -5.710021 -3.417329
93 H 3.543627 -6.349181 -3.286001
94 H 4.884678 -5.591552 -1.339359
95 H 3.865152 -4.218482 0.404772

Forces on the atoms, in the same order (eV/Å):
0.0 0.2 0.0
0.0 0.0 0.0
0.0 0.0 0.0
0.0 0.0 0.0
0.0 0.0 0.0
0.0 0.0 0.0
0.1 0.0 -0.1
0.1 0.0 0.0
0.0 0.0 0.0
0.0 0.0 0.0
0.0 0.0 0.0
0.0 0.0 0.0
0.0 0.0 0.0
0.1 0.0 0.0
0.0 0.0 0.0
0.0 0.0 0.0
0.0 0.0 0.0
0.1 -0.1 0.0
0.0 0.0 0.0
0.0 0.0 0.0
0.0 0.0 0.0
0.0 0.0 0.0
0.0 0.0 0.0
0.0 0.0 0.0
0.0 0.0 0.0
0.1 0.1 0.0
0.0 -0.1 0.0
0.0 0.0 0.0
0.0 0.0 0.0
0.0 0.0 0.0
0.0 0.0 0.0
0.0 0.0 0.0
0.0 -0.1 0.0
0.0 0.0 0.0
-0.1 0.0 0.0
0.0 0.0 0.0
0.0 0.0 0.0
0.0 0.0 0.0
0.0 0.0 0.0
0.0 0.0 0.0
0.0 0.0 0.0
0.0 0.0 0.0
0.0 0.0 0.0
0.0 0.0 0.0
0.0 0.0 0.0
0.0 0.0 0.0
0.0 0.0 0.0
0.0 0.0 0.0
0.0 0.0 0.0
0.0 0.0 0.0
0.0 0.0 0.0
0.0 0.0 0.0
0.0 0.0 0.0
0.0 0.0 0.0
0.0 0.0 0.0
0.0 0.0 0.0
0.0 0.0 0.0
0.0 0.0 0.0
0.0 0.0 0.0
0.0 0.0 0.0
0.0 0.0 0.0
0.0 0.0 0.0
0.0 0.0 0.0
0.0 -0.1 0.1
0.0 0.0 0.0
0.0 0.0 0.0
0.0 0.0 0.0
0.0 0.0 0.0
0.0 0.0 0.0
0.0 0.0 0.0
0.0 0.0 0.0
0.0 0.0 0.0
0.0 0.0 0.0
-0.1 0.0 0.0
0.0 0.0 0.0
0.0 0.0 0.0
0.0 0.0 0.0
0.0 0.0 0.0
0.0 0.0 0.0
0.0 0.0 0.0
0.0 0.0 0.0
0.0 0.0 0.0
0.0 0.0 0.0
-0.1 0.1 0.1
0.0 0.0 0.0
0.0 0.0 0.0
0.0 0.0 0.0
0.0 0.0 0.0
0.0 0.0 0.0
0.0 0.0 0.0
0.0 0.0 0.0
0.0 0.0 0.0
0.0 0.0 0.0
0.0 0.0 0.0
0.0 0.0 0.0

DFT (ωB97M-V/def2-TZVPD) results for a structure of composition C41H46Br2CsN4O7PS2 in a non-equilibrium geometry.

Calculated values
ΔE to the lowest compared entry with this formula, charge and spin in kcal/mol: 55.16
E_tot in eV: -235152.685
LUMO in eV: 3.20
E_HOMO in eV: -3.44
Net charge: -2
Orbital gap in eV: 6.64

Element x y z (Å)
1 Cs 0.560066 -0.083487 -0.345660
2 Br 0.830303 -3.269264 3.592898
3 C 0.483360 -3.310862 1.693803
4 Br 2.004933 -2.646330 0.699875
5 H -0.361853 -2.655705 1.500921
6 H 0.264313 -4.336513 1.423101
7 O -4.741106 -4.326838 -3.733794
8 C -3.569512 -4.699137 -3.927777
9 O -3.121861 -5.668250 -4.573392
10 C -2.482631 -3.818249 -3.247619
11 C -1.183219 -3.798632 -3.747670
12 C -0.251945 -2.955111 -3.173181
13 N -0.519017 -2.153374 -2.137277
14 C -1.758864 -2.191797 -1.636552
15 C -2.763436 -2.995616 -2.166161
16 C -2.066300 -1.211526 -0.517514
17 O -2.974743 -0.395852 -0.746480
18 O -1.354431 -1.259310 0.517827
19 H -0.933995 -4.443755 -4.579525
20 H 0.765713 -2.898257 -3.552279
21 H -3.761499 -2.961329 -1.750208
22 C 0.729193 1.598451 -4.163315
23 N -0.416961 0.843512 -3.712066
24 C -1.701827 1.142780 -4.046268
25 S -2.095265 2.537588 -4.905010
26 N -2.611603 0.229689 -3.675672
27 C -4.049266 0.408532 -3.714635
28 H 1.157694 1.178399 -5.079280
29 H 1.489318 1.598883 -3.382210
30 H 0.409645 2.615051 -4.371065
31 H -0.225518 -0.058388 -3.289468
32 H -2.316558 -0.481712 -3.023482
33 H -4.424332 0.580320 -2.704039
34 H -4.510975 -0.496737 -4.111439
35 H -4.279750 1.256762 -4.349795
36 C 2.984707 0.116158 4.023185
37 S 2.239308 0.432386 2.384560
38 O 1.649721 1.787027 2.473699
39 C 3.830599 0.658632 1.562650
40 C 4.012338 1.819941 0.829407
41 C 5.184126 2.007671 0.115305
42 C 6.174177 1.033940 0.137557
43 C 5.989294 -0.122330 0.877835
44 C 4.809309 -0.323976 1.576764
45 H 3.695011 0.907018 4.253753
46 H 3.469746 -0.858535 3.990441
47 H 2.167340 0.106577 4.742368
48 H 3.221546 2.560163 0.824949
49 H 5.319086 2.907119 -0.472205
50 H 7.079044 1.171349 -0.442146
51 H 6.743111 -0.899571 0.874768
52 H 4.653626 -1.254035 2.108532
53 C 4.386903 -6.824743 -0.087950
54 C 4.143234 -5.753438 -1.117750
55 C 3.009484 -5.807095 -1.916671
56 C 2.753034 -4.805872 -2.840304
57 C 3.653154 -3.774033 -3.009579
58 C 4.803934 -3.709984 -2.225293
59 N 5.776755 -2.722342 -2.464257
60 C 5.606098 -1.451717 -3.004860
61 C 6.571303 -1.039200 -3.936792
62 C 6.504242 0.189926 -4.562305
63 C 5.450276 1.048281 -4.282921
64 C 4.519380 0.669732 -3.331382
65 C 4.580859 -0.547314 -2.658625
66 C 3.620632 -0.728862 -1.481953
67 O 2.666387 0.084720 -1.393334
68 O 3.903619 -1.619040 -0.660993
69 C 5.046695 -4.695553 -1.261125
70 C 6.238992 -4.604541 -0.342346
71 H 3.584181 -7.560840 -0.105296
72 H 4.430800 -6.397286 0.916771
73 H 5.333638 -7.340617 -0.269771
74 H 2.311695 -6.629148 -1.805022
75 H 1.842938 -4.833344 -3.426463
76 H 3.474375 -2.993720 -3.739665
77 H 6.711904 -3.078254 -2.546573
78 H 7.373712 -1.726985 -4.186824
79 H 7.269566 0.469574 -5.277006
80 H 5.367747 2.003475 -4.786155
81 H 3.719247 1.339555 -3.050356
82 H 6.737138 -3.641764 -0.435857
83 H 6.965894 -5.398553 -0.540525
84 H 5.915051 -4.701434 0.696176
85 C -2.970631 2.210611 1.123989
86 P -1.305980 2.079005 1.903374
87 C -1.668103 0.702366 3.073493
88 C -1.432109 3.509736 3.077558
89 C -2.522859 3.740205 3.913381
90 C -2.572358 4.861169 4.728461
91 C -1.526524 5.775294 4.724112
92 C -0.427295 5.551174 3.909059
93 C -0.382567 4.426457 3.095136
94 H -3.779471 2.257405 1.857282
95 H -3.101964 1.323723 0.499859
96 H -3.005944 3.095428 0.486056
97 H -2.581399 0.881673 3.644557
98 H -0.825235 0.566066 3.753213
99 H -1.792219 -0.193030 2.463208
100 H -3.351278 3.041578 3.930491
101 H -3.431831 5.026696 5.368514
102 H -1.571294 6.656192 5.353860
103 H 0.395437 6.256956 3.906962
104 H 0.478996 4.234742 2.466129

Forces on the atoms, in the same order (eV/Å):
-0.8 3.1 0.1
0.0 0.0 0.4
0.1 0.1 -0.2
0.1 -1.4 0.5
0.1 -0.1 0.0
0.1 0.0 0.0
0.0 0.0 0.0
0.1 0.0 0.2
0.0 0.1 -0.1
-0.1 -0.1 -0.2
0.0 0.0 0.1
0.0 0.0 -0.1
-0.1 -0.2 -0.1
-0.1 -0.2 -0.1
0.0 0.0 0.0
-1.0 -0.4 0.2
0.0 0.0 -0.2
-2.0 -1.5 0.8
0.0 0.0 0.0
-0.1 0.0 0.0
0.0 0.0 -0.1
0.1 0.0 0.0
-0.1 0.0 0.1
0.1 -0.3 -0.1
-0.1 0.3 -0.1
0.1 0.2 0.0
0.0 -0.1 0.0
0.0 0.0 0.0
0.0 -0.1 0.0
0.0 0.0 0.0
-0.2 0.0 -0.1
0.0 0.0 0.0
0.0 0.0 0.0
0.0 0.0 0.0
0.0 0.0 0.0
-0.3 -0.2 -0.3
1.1 0.0 0.9
-0.2 0.5 0.1
0.1 -0.1 -0.2
-0.2 0.1 0.1
0.1 0.0 0.0
0.0 0.1 0.0
0.0 0.0 0.1
0.1 0.0 0.1
0.0 0.0 -0.1
0.0 0.0 0.1
0.0 -0.1 0.0
0.0 0.0 0.0
0.0 0.0 0.0
0.0 0.0 0.0
0.0 0.0 0.0
0.0 0.0 -0.1
0.0 0.1 0.0
0.0 0.0 -0.1
0.0 0.0 0.1
-0.1 0.0 0.0
0.1 0.2 0.1
-0.1 -0.2 -0.2
0.1 0.0 0.4
-0.1 0.2 -0.2
0.0 -0.1 0.0
0.0 0.0 0.0
0.1 0.0 0.0
0.0 0.0 0.0
0.0 -0.1 0.0
0.4 0.0 -0.3
2.9 0.0 -1.5
0.2 -0.1 -0.3
0.1 0.1 0.1
-0.1 0.0 -0.1
0.0 0.0 0.0
0.0 0.0 0.0
0.0 0.0 0.1
0.0 0.0 0.0
0.1 -0.1 0.0
0.0 0.0 0.0
0.0 0.0 -0.1
0.0 0.0 0.0
0.0 0.0 0.0
0.0 0.0 0.0
0.0 0.0 0.0
0.0 0.0 0.0
0.0 0.0 0.0
0.1 0.0 0.0
0.1 0.0 0.1
-0.6 0.2 0.1
0.1 0.0 -0.1
0.2 0.0 -0.1
0.0 0.0 0.0
0.0 0.0 0.0
0.0 0.0 0.0
0.0 0.1 0.0
0.0 0.0 0.0
0.0 0.0 0.0
0.0 0.0 0.0
0.0 0.0 0.0
0.0 0.0 0.1
0.0 0.0 0.0
0.0 0.0 0.0
0.0 0.0 0.0
0.0 0.0 0.0
0.0 0.0 0.0
0.0 0.0 0.0
0.0 0.0 0.0